Entry 1:
The following is a DFT calculation (ωB97M-V with the def2-TZVPD basis set) of a molecular structure, C34H45F3N5PV in a non-equilibrium geometry.

Values from the calculation:
maximum force = 3.0 eV/A
lowest unoccupied orbital energy (spin up / spin down) = -3.1 / -3.4 eV
HOMO (spin up / spin down) = -9.430 / -10.262 eV
spin multiplicity = 3
calculated total energy = -86563.082 eV
total charge = +1
energy above the lowest of the compared OMol25 structures with the same formula, charge and spin = 94.34 kJ/mol

Atoms and positions in Å:
V 0.04 -0.95 0.75
C -3.50 -0.12 -0.45
C -2.41 0.93 -0.23
C -2.02 1.14 1.24
N -0.77 0.49 1.64
C -0.24 0.82 2.85
C -0.90 1.63 3.77
C -0.48 2.12 5.01
C 0.74 2.03 5.64
C 1.87 1.35 5.18
C 2.02 0.56 4.07
C 1.09 0.22 3.06
N 1.34 -0.64 2.10
C 2.68 -1.10 1.77
C 3.36 0.00 0.94
C 2.31 0.66 0.01
N 1.30 -0.28 -0.45
C 1.43 -0.99 -1.58
C 2.64 -1.04 -2.28
C 2.99 -1.72 -3.45
C 2.19 -2.43 -4.32
C 0.82 -2.65 -4.20
C -0.04 -2.34 -3.17
C 0.19 -1.70 -1.93
N -0.73 -1.61 -0.98
C -2.07 -2.13 -1.18
C -3.08 -1.57 -0.17
H -4.36 0.12 0.18
H -3.84 -0.06 -1.49
H -1.52 0.70 -0.80
H -2.78 1.88 -0.62
H -1.92 2.21 1.43
H -2.84 0.78 1.88
H -1.91 1.92 3.51
H -1.23 2.70 5.53
H 0.83 2.54 6.59
H 2.75 1.43 5.81
H 2.99 0.10 3.96
H 3.28 -1.40 2.63
H 2.58 -1.99 1.13
H 3.76 0.78 1.60
H 4.19 -0.42 0.38
H 1.78 1.43 0.57
H 2.80 1.15 -0.83
H 3.46 -0.51 -1.82
H 4.03 -1.64 -3.72
H 2.68 -2.84 -5.20
H 0.36 -3.16 -5.04
H -1.05 -2.68 -3.32
H -2.44 -1.89 -2.18
H -2.06 -3.23 -1.10
H -3.97 -2.20 -0.20
H -2.66 -1.65 0.84
F -0.08 -6.85 4.20
C -0.47 -5.66 4.66
F -1.70 -5.79 5.19
F 0.36 -5.31 5.65
C -0.46 -4.61 3.58
C 0.20 -4.80 2.38
C 0.21 -3.76 1.47
N -0.39 -2.58 1.69
C -1.07 -2.43 2.84
C -1.11 -3.40 3.82
H 0.70 -5.73 2.16
H 0.72 -3.86 0.52
H -1.58 -1.49 3.00
H -1.65 -3.23 4.74
C 1.97 4.07 -4.04
C 1.70 3.06 -2.93
P -0.07 2.73 -2.45
C -0.76 2.31 -4.12
C -2.17 1.73 -4.05
C -0.67 4.48 -2.24
C -1.94 4.59 -1.39
H 3.04 4.23 -4.14
H 1.52 5.04 -3.81
H 1.59 3.72 -4.99
H 2.20 3.37 -2.00
H 2.12 2.09 -3.20
H -0.08 1.58 -4.56
H -0.74 3.20 -4.76
H -2.17 0.80 -3.48
H -2.55 1.52 -5.05
H -2.86 2.42 -3.57
H -0.83 4.94 -3.21
H 0.13 5.03 -1.74
H -2.76 4.02 -1.83
H -2.26 5.62 -1.30
H -1.77 4.20 -0.38

Entry 2:
The following is a DFT calculation (ωB97M-V with the def2-TZVPD basis set) of a molecular structure, C34H45IN6O3OsS2Te in a non-equilibrium geometry.

Values from the calculation:
maximum force = 3.7 eV/A
lowest unoccupied orbital energy (spin up / spin down) = -1.9 / -4.4 eV
HOMO (spin up / spin down) = -10.082 / -10.360 eV
spin multiplicity = 6
calculated total energy = -90595.495 eV
total charge = +1
energy above the lowest of the compared OMol25 structures with the same formula, charge and spin = 0.00 kJ/mol

Atoms and positions in Å:
Os 1.38 1.40 0.67
S 2.14 3.38 1.88
C 1.24 4.48 0.98
N 0.94 4.26 -0.30
C 0.15 5.24 -0.82
C -0.43 5.25 -2.10
C -1.12 6.35 -2.52
C -1.51 7.41 -1.67
C -1.06 7.34 -0.35
C -0.27 6.27 0.04
S 0.45 5.97 1.62
H -0.40 4.43 -2.72
H -1.50 6.20 -3.49
H -2.14 8.23 -2.02
H -1.36 8.04 0.35
N 3.08 0.18 2.26
C 2.45 -0.47 3.40
C 2.95 -0.01 4.81
C 2.47 1.42 5.07
C 1.22 1.67 5.94
N -0.06 1.60 5.16
C -0.49 2.58 4.43
N -0.24 3.87 4.76
N -1.35 2.28 3.47
C 0.96 -0.34 3.32
O 0.37 -0.94 4.23
O 0.42 0.34 2.36
H 3.67 -0.42 1.72
H 3.60 1.00 2.62
H 2.65 -1.56 3.33
H 4.05 -0.06 4.91
H 2.60 -0.81 5.45
H 2.24 2.04 4.20
H 3.27 1.89 5.53
H 1.30 2.68 6.30
H 1.11 0.85 6.69
H -0.49 0.71 4.92
H -0.04 4.05 5.73
H -0.32 4.64 4.10
H -1.17 1.41 2.94
H -1.83 3.07 3.00
I 4.44 0.34 -1.00
C 2.72 1.67 -0.86
H 2.31 1.50 -1.84
H 3.14 2.65 -0.87
C -2.45 1.00 -0.50
C -1.02 1.28 -0.11
O -0.75 2.15 0.79
N 0.01 0.65 -0.58
Te 0.68 -1.43 -1.91
C -1.34 -1.49 -2.57
C -1.57 -0.74 -3.71
C -0.56 0.13 -4.36
C -2.89 -0.63 -4.11
C -3.89 -1.38 -3.54
C -5.28 -1.38 -4.09
C -3.60 -2.17 -2.46
C -2.34 -2.18 -1.87
C -2.16 -2.97 -0.60
C 0.99 -3.55 -1.67
C 0.76 -4.36 -2.79
C 0.27 -3.88 -4.10
C 1.01 -5.72 -2.67
C 1.41 -6.27 -1.41
C 1.75 -7.76 -1.29
C 1.64 -5.47 -0.32
C 1.49 -4.06 -0.41
C 1.90 -3.16 0.74
H -3.03 1.94 -0.29
H -2.85 0.22 0.18
H -2.71 0.68 -1.48
H -0.22 0.88 -3.64
H -0.96 0.71 -5.14
H 0.24 -0.44 -4.76
H -3.17 0.09 -4.93
H -5.47 -1.94 -5.01
H -5.60 -0.36 -4.38
H -6.02 -1.72 -3.38
H -4.35 -2.72 -1.92
H -1.10 -3.13 -0.42
H -2.60 -3.96 -0.58
H -2.60 -2.40 0.23
H 0.98 -3.20 -4.59
H -0.65 -3.42 -3.82
H 0.00 -4.68 -4.77
H 0.98 -6.29 -3.57
H 1.93 -8.20 -2.25
H 1.01 -8.36 -0.81
H 2.58 -7.77 -0.61
H 1.92 -5.89 0.63
H 2.77 -2.56 0.46
H 2.15 -3.73 1.67
H 1.14 -2.45 1.08

Entry 3:
The following is a DFT calculation (ωB97M-V with the def2-TZVPD basis set) of 2 unconnected molecules or ions with the total composition C34H45OSi in a non-equilibrium geometry.

Values from the calculation:
maximum force = 2.7 eV/A
lowest unoccupied orbital energy = -5.2 eV
HOMO = -10.509 eV
calculated total energy = -45907.969 eV
total charge = +1

Atoms and positions in Å:
C -4.38 4.13 4.13
C -3.61 3.10 3.36
C -2.97 2.06 4.02
C -2.33 1.02 3.34
C -1.72 -0.06 4.21
C -2.28 1.06 1.93
C -1.63 -0.07 1.12
C -2.45 -1.36 1.17
C -0.14 -0.29 1.55
C 0.85 0.49 0.79
C 1.99 1.02 1.46
C 2.28 2.43 1.37
C 1.32 3.39 0.73
C 3.42 2.93 1.98
C 4.28 2.12 2.72
C 5.53 2.68 3.32
C 3.92 0.78 2.91
C 2.82 0.20 2.30
C 2.52 -1.23 2.61
C -2.88 2.14 1.25
C -2.84 2.23 -0.26
C -3.53 3.14 1.96
H -4.80 4.88 3.45
H -5.21 3.67 4.69
H -3.74 4.63 4.86
H -3.00 2.02 5.12
H -1.76 -1.05 3.76
H -0.68 0.17 4.50
H -2.29 -0.10 5.15
H -1.60 0.22 0.07
H -3.51 -1.14 0.98
H -2.12 -2.06 0.39
H -2.38 -1.87 2.14
H -0.04 -0.08 2.62
H 0.10 -1.36 1.41
H 0.52 0.95 -0.14
H 1.63 4.42 0.98
H 1.28 3.31 -0.36
H 0.30 3.24 1.12
H 3.64 4.00 1.91
H 6.08 1.91 3.86
H 6.19 3.09 2.54
H 5.31 3.50 4.01
H 4.53 0.16 3.57
H 3.40 -1.70 3.05
H 1.71 -1.31 3.36
H 2.24 -1.83 1.73
H -3.40 3.12 -0.57
H -1.83 2.32 -0.66
H -3.32 1.36 -0.74
H -4.00 3.95 1.41
C 0.23 0.35 -6.30
Si 0.97 -0.93 -5.18
C 0.77 -2.62 -5.94
C 2.78 -0.66 -4.80
O 0.14 -0.74 -3.71
C -0.07 -1.50 -2.62
C 0.50 -1.35 -1.35
C 0.56 -2.70 -0.70
C -0.31 -3.54 -1.60
C -0.62 -4.89 -1.51
C -1.36 -5.49 -2.54
C -1.79 -4.74 -3.65
C -1.46 -3.40 -3.75
C -0.73 -2.80 -2.71
H 0.80 0.41 -7.24
H -0.81 0.09 -6.56
H 0.23 1.34 -5.84
H 1.45 -2.67 -6.80
H 1.05 -3.42 -5.24
H -0.25 -2.80 -6.29
H 3.37 -0.75 -5.72
H 2.95 0.34 -4.38
H 3.14 -1.41 -4.08
H 1.17 -0.53 -1.13
H 1.59 -3.09 -0.71
H 0.23 -2.78 0.35
H -0.27 -5.45 -0.65
H -1.58 -6.55 -2.50
H -2.37 -5.22 -4.44
H -1.75 -2.79 -4.60